Computed, not measured: a structure of composition C26H29N2O3S9Ti, with wB97M-V/def2-TZVPD.

Output
E = -5776.63988 Eh
Orbital gap (alpha / beta) = 5.45 / 5.82 eV
HOMO level (alpha / beta) = -3.8 / -4.2 eV
Max |F| = 3.20 eV/Å
LUMO (alpha / beta) = 1.68 / 1.67 eV
2S+1 = 3
<S²> = 2.008
Net charge = -1

Last column: Mulliken spin population.
Atoms and positions in Å:
Ti 0.46084 0.12273 0.83127  1.462
C -3.51512 -0.13467 1.42096  0.001
C -3.13702 -0.92878 2.66570  0.000
S -1.45434 -0.48215 3.19636  0.010
C -0.95473 -2.10003 3.85019  -0.004
C 0.54305 -2.12665 4.12517  0.014
S 1.58613 -1.65265 2.70834  -0.003
C 1.87771 -3.24448 1.90069  0.005
C 0.66131 -3.79272 1.17062  -0.010
S 0.05344 -2.55592 -0.03763  0.015
C -1.71321 -3.04239 0.03290  0.004
C -2.67909 -1.99180 -0.51915  0.000
S -2.33866 -0.29588 0.03535  0.003
H -3.49666 0.93561 1.63740  -0.002
H -4.51424 -0.40526 1.07671  0.001
H -3.15870 -2.00041 2.46136  -0.001
H -3.82420 -0.71593 3.48680  0.001
H -1.23073 -2.85602 3.11594  0.001
H -1.51149 -2.28651 4.77102  0.001
H 0.86042 -3.11655 4.45657  0.001
H 0.79042 -1.39309 4.89300  -0.003
H 2.24618 -3.94664 2.65026  0.001
H 2.67959 -3.03592 1.19022  -0.001
H -0.12803 -4.05831 1.87369  0.000
H 0.93547 -4.68513 0.60560  0.001
H -1.94067 -3.25037 1.07931  -0.003
H -1.80735 -3.96692 -0.53954  0.000
H -3.70420 -2.24609 -0.24019  0.000
H -2.60283 -1.94692 -1.60195  -0.002
O -2.03126 3.55058 -0.53055  0.002
C -1.19616 3.90266 -1.53572  0.008
C -1.63789 4.86195 -2.44334  -0.005
C -0.83086 5.25257 -3.49479  0.008
C 0.43556 4.69777 -3.65385  -0.004
C 0.87910 3.74982 -2.75006  0.001
C 0.08344 3.34294 -1.67998  0.030
C 0.54965 2.26169 -0.78642  0.026
O -0.32344 1.66495 0.01412  -0.029
N 1.77819 1.86323 -0.84624  0.078
N 1.98449 0.58063 -0.37980  0.139
C 2.76779 0.26016 0.66347  0.332
C 3.13422 1.18200 1.76404  -0.174
C 4.43606 1.53551 2.09245  0.034
C 4.70241 2.36142 3.17666  -0.005
C 3.64537 2.84740 3.93804  0.018
C 2.33955 2.49013 3.64229  -0.012
C 2.06156 1.63400 2.57128  0.020
O 0.82737 1.17439 2.37126  -0.018
H -1.61343 2.78064 -0.08411  0.005
H -2.63012 5.27425 -2.31109  0.000
H -1.19746 5.97908 -4.21001  0.001
H 1.06211 4.99154 -4.48589  0.000
H 1.85111 3.28581 -2.85106  0.005
H 3.33679 -0.65917 0.52753  0.052
H 5.25150 1.16579 1.48026  0.002
H 5.72310 2.62006 3.42923  0.000
H 3.84576 3.49525 4.78370  0.002
H 1.50827 2.84219 4.24141  0.000
C 0.09967 -3.71747 -4.07408  0.000
S 0.99959 -2.31666 -4.79520  0.000
C -0.31485 -1.16562 -4.87610  0.000
C -0.83157 -0.50164 -3.80800  -0.002
S -0.30699 -0.56674 -2.18053  -0.007
S -2.23088 0.49287 -4.21063  0.000
C -2.34323 0.13628 -5.89800  0.000
S -3.52416 0.72725 -6.89063  0.000
S -1.09086 -0.91528 -6.42668  0.000
H 0.81631 -4.52731 -3.93549  0.000
H -0.69773 -4.03102 -4.74558  0.000
H -0.30139 -3.40407 -3.10887  0.001

***

Computed, not measured: a structure of composition C26H29N8O4PbSi, with wB97M-V/def2-TZVPD.

Output
E = -2229.25651 Eh
Orbital gap = 7.24 eV
HOMO level = -11.3 eV
Max |F| = 6.37 eV/Å
LUMO = -4.01 eV
Net charge = +1

Last column: Mulliken charge in e.
Atoms and positions in Å:
Pb 1.32359 -0.72209 -1.13840  0.970
O 4.06984 3.88592 2.93381  -0.510
C 2.84783 3.61987 2.37366  0.873
O 1.81747 3.87131 2.96553  -0.503
C 2.83473 2.85653 1.03510  0.266
C 3.62660 1.72316 0.65719  -0.527
N 3.09618 1.07610 -0.42036  -0.492
N 2.04897 1.78992 -0.88873  -0.550
C 1.83300 2.89528 0.01315  0.223
C 0.81132 3.90960 -0.26727  0.205
O 0.88608 5.10571 0.06978  -0.653
O -0.23909 3.40924 -0.94429  0.210
H 4.79035 3.77635 2.21478  0.393
H 4.65043 1.39569 0.94309  0.420
H 3.24255 -1.15288 1.00422  0.692
C -0.85983 -1.06521 4.20108  -1.060
N -0.17258 -0.29178 3.10309  0.032
C 0.17694 1.17661 3.36340  -0.904
C -0.34182 -0.58542 1.81898  0.447
N 0.10123 0.06839 0.74753  0.082
N -0.96278 -1.83175 1.52657  0.000
C -1.48195 -2.24837 0.31491  0.164
N -2.57983 -3.07893 0.41070  -0.465
N -0.90238 -1.92194 -0.81235  -0.350
H -0.75333 -0.37554 5.04544  0.321
H -0.36614 -2.04691 4.37526  0.344
H -1.91756 -1.27316 4.04200  0.438
H 0.36628 1.30401 4.41320  0.441
H -0.68066 1.77977 3.05211  0.365
H 1.08351 1.47779 2.81030  0.130
H 0.55705 0.95578 0.95041  -0.482
H -1.51180 -2.18006 2.27610  0.227
H -2.68169 -3.68298 1.28735  0.209
H -3.15059 -3.44365 -0.42246  0.242
H -1.44245 -2.31010 -1.62581  0.216
C -2.53350 5.15756 -0.68453  -1.003
Si -1.38252 4.28501 -1.90627  0.206
C -0.59087 5.29563 -3.27274  -1.188
C -2.31479 2.88144 -2.69387  0.306
C -2.81512 2.92528 -3.97840  -0.418
C -3.62943 1.85517 -4.46657  -0.460
C -3.80105 0.72485 -3.75962  -0.722
C -3.18488 0.63248 -2.51603  -0.112
C -2.45426 1.69897 -1.95930  -0.195
H -2.77621 6.10077 -1.22383  0.332
H -1.93752 5.30240 0.29139  0.268
H -3.47248 4.59770 -0.48761  0.316
H 0.15367 5.97328 -2.77002  0.295
H -1.30691 5.81984 -3.85984  0.438
H -0.01559 4.65612 -3.91621  0.352
H -2.67542 3.74473 -4.64863  0.365
H -4.12767 1.90150 -5.40179  0.407
H -4.24266 -0.15920 -4.24482  0.324
H -3.33152 -0.28039 -1.84893  0.251
H -1.99700 1.55506 -0.97796  0.221
N 1.25967 -9.77726 0.12676  -0.377
C 1.49541 -8.67883 0.09495  0.064
C 1.85040 -7.26804 -0.04495  0.521
C 0.99887 -6.37273 -0.67631  -0.737
C 1.11381 -5.00705 -0.29252  -0.237
C 2.31737 -4.48852 0.34193  0.218
C 3.14750 -5.43305 0.87260  -0.464
C 2.91115 -6.85780 0.72070  -0.676
C 2.50897 -3.11786 0.44494  -0.192
C 2.62682 -1.86143 0.56398  -0.149
H 0.16225 -6.68105 -1.36753  0.387
H 0.40829 -4.33858 -0.71722  0.429
H 4.03179 -5.11585 1.46730  0.418
H 3.48399 -7.53639 1.36188  0.399

***

- Among the records above, which one has the highest net charge?
  C26H29N8O4PbSi